2 unconnected molecules or ions with the total composition C5H10N, computed with ωB97M-V/def2-TZVPD.

XYZ file:
```
16
Properties=species:S:1:pos:R:3:forces:R:3:mulliken_charge:R:1
C 0.239 2.986 -2.926 0.3688 -1.1332 0.2964 -0.49
C 0.099 1.758 -2.430 -1.2260 0.7882 0.3605 -0.33
C -0.486 -1.897 1.610 1.6188 -0.6890 0.0402 0.06
C -0.671 -1.981 2.962 0.1892 -1.8135 -1.5749 -0.57
C 0.225 -0.098 -0.155 3.8201 -2.2775 5.1191 -0.39
N 0.408 -1.010 1.065 -2.8447 1.6961 -2.4144 -0.13
H 0.583 3.078 -3.944 -0.2226 0.4258 -0.2096 0.25
H 0.074 3.841 -2.297 0.2349 0.3743 -0.0654 0.24
H -0.880 -2.607 0.891 -0.3229 -0.1720 0.0777 0.35
H -0.003 0.900 -3.092 0.5268 -0.0758 0.4054 0.30
H -0.237 1.704 -1.363 0.1425 -0.2473 -0.9727 0.10
H -0.913 -3.029 3.282 -0.5957 1.5954 0.3192 0.26
H -0.553 -1.108 3.579 0.4800 -0.2018 0.5068 0.32
H 0.941 -0.524 -0.867 -1.6416 0.1118 -1.7866 0.39
H 0.550 0.831 0.331 0.1923 0.2121 -1.1587 0.32
H 1.234 -0.790 1.615 -0.7200 1.4065 1.0569 0.33
```
Forces are in eV/Å.

Output
- gap between HOMO and LUMO (eV) = 4.99
- HOMO level (eV) = -13.35
- ΔE to the lowest compared entry with this formula, charge and spin (kcal/mol) = 169.7
- total charge = +1
- electronic energy (hartree) = -250.7348

A molecular structure, C13H23GeIN3O3SeV, computed with ωB97M-V/def2-TZVPD.

XYZ file:
```
46
Properties=species:S:1:pos:R:3:forces:R:3:mulliken_charge:R:1
V 0.070 -0.323 -0.503 -0.1841 -0.7929 0.1387 0.78
O -1.287 -1.365 -1.092 0.7833 0.1525 -0.6312 -0.44
N -0.475 -1.224 -2.273 -0.2912 -0.2018 0.7886 -0.46
N 0.659 -1.969 -2.061 -0.1062 -0.1465 -0.1972 0.89
O 1.208 -1.840 -0.835 -0.0279 -0.0337 -0.2579 -0.40
C 1.468 -2.347 -3.141 -0.0947 0.1152 0.1628 0.08
C 0.899 -2.426 -4.412 0.1001 -0.0680 -0.0391 -0.41
C 1.709 -2.799 -5.469 -0.0481 0.0152 0.0059 -0.50
C 3.052 -3.095 -5.262 0.0114 0.0002 0.0000 -0.50
C 3.597 -3.018 -3.986 -0.0186 0.0182 0.0525 -0.57
C 2.811 -2.639 -2.910 -0.0083 -0.0123 -0.1450 -0.20
H -0.149 -2.207 -4.547 0.0012 -0.0017 -0.0054 0.51
H 1.286 -2.868 -6.461 0.0082 -0.0047 -0.0099 0.39
H 3.672 -3.391 -6.096 0.0063 -0.0048 -0.0019 0.40
H 4.639 -3.256 -3.823 0.0095 -0.0049 -0.0196 0.39
H 3.211 -2.578 -1.909 0.0077 -0.0036 0.0088 0.48
N -1.289 3.416 -1.506 0.1480 -0.0427 0.0348 -0.33
C -0.294 2.610 -1.176 -0.0189 -0.1480 0.0718 0.60
O -0.520 1.504 -0.645 -0.3494 1.2085 -0.1104 -0.48
C 1.123 3.071 -1.387 -0.2142 0.2126 0.0093 -1.01
I 2.352 1.455 -1.958 0.1702 -0.1903 -0.0201 0.17
H -2.240 3.120 -1.343 -0.0009 -0.0179 0.0128 0.27
H -1.127 4.323 -1.910 0.0157 -0.0024 -0.0160 0.21
H 1.500 3.441 -0.434 0.0123 0.0172 -0.0290 0.40
H 1.198 3.853 -2.138 -0.0027 -0.0003 0.0170 0.48
C -2.889 0.301 2.446 -0.0320 -0.0674 -0.0846 -1.04
Ge -1.535 1.249 3.469 -0.0525 0.0405 -0.0393 0.41
C -1.097 2.967 2.657 -0.0028 0.1048 0.1644 -0.60
C -2.082 1.549 5.307 -0.0111 -0.0103 0.1103 -1.13
C 0.129 0.192 3.529 0.0488 -0.0548 0.0126 -1.04
Se 0.731 -0.795 1.955 0.0787 -0.0383 0.3378 0.13
C -0.430 -2.355 2.110 0.0436 -0.0077 -0.0094 -0.98
H -3.817 0.873 2.423 -0.0003 0.0181 0.0055 0.39
H -3.106 -0.667 2.897 -0.0186 -0.0089 0.0024 0.33
H -2.571 0.136 1.414 -0.0040 -0.0096 -0.0078 0.24
H -1.957 3.636 2.681 -0.0132 -0.0139 -0.0048 0.37
H -0.783 2.847 1.629 0.0825 -0.0356 -0.2686 -0.23
H -0.288 3.440 3.216 -0.0092 0.0179 -0.0133 0.38
H -2.963 2.188 5.344 -0.0084 0.0049 -0.0173 0.36
H -1.283 2.043 5.860 -0.0045 -0.0029 0.0225 0.37
H -2.322 0.613 5.811 0.0020 -0.0220 0.0065 0.36
H 0.074 -0.580 4.298 -0.0134 0.0372 0.0290 0.43
H 0.964 0.839 3.803 0.0033 -0.0200 -0.0596 0.47
H -1.418 -2.159 1.704 0.0118 0.0282 0.0174 0.26
H -0.484 -2.609 3.166 0.0117 -0.0388 -0.0135 0.41
H 0.053 -3.155 1.556 -0.0212 0.0158 -0.0109 0.36
```
Forces are in eV/Å.

Output
- gap between HOMO and LUMO (spin up / spin down) (eV) = 7.28 / 7.99
- <S²> = 3.79
- HOMO level (spin up / spin down) (eV) = -10.46 / -11.70
- spin multiplicity = 4
- ΔE to the lowest compared entry with this formula, charge and spin (kcal/mol) = 0.0
- total charge = +1
- electronic energy (hartree) = -6618.8980

A molecular structure, BCsF4H20O10, computed with ωB97M-V/def2-TZVPD.

XYZ file:
```
36
Properties=species:S:1:pos:R:3:forces:R:3:mulliken_charge:R:1
Cs 2.077 -0.594 -3.342 -0.2037 0.0354 0.2183 1.03
B -0.283 -0.448 -0.084 -0.6554 0.0997 -0.2747 0.90
F -1.630 -0.580 -0.454 0.2125 -0.1616 -0.0134 -0.48
F 0.549 -1.200 -0.973 -0.0213 0.1919 -0.0657 -0.47
F 0.040 0.905 -0.165 0.3507 -0.0735 0.0351 -0.15
F -0.096 -0.954 1.197 0.1284 -0.0397 0.1937 -0.57
O -2.285 -2.762 -2.280 0.0413 -0.1886 0.0353 -0.63
H -1.532 -2.354 -2.713 -0.0370 0.0558 0.0191 0.27
H -2.328 -2.316 -1.425 -0.0496 0.0928 -0.0817 0.36
O 0.619 2.355 2.639 0.0290 -0.1300 0.0397 -0.70
H 0.616 2.403 1.675 -0.0508 0.0401 0.0053 0.31
H -0.223 1.941 2.856 -0.0594 0.0977 -0.0445 0.30
O 0.585 3.721 -0.809 0.0938 0.0361 0.1206 -0.63
H 0.274 3.718 -1.717 -0.0135 0.0102 0.0054 0.27
H 1.154 2.945 -0.719 0.0393 0.0246 -0.1106 0.30
O 2.172 -2.848 0.737 -0.0458 -0.2931 -0.3514 -0.66
H 1.405 -2.442 0.314 0.0058 0.1507 0.1739 0.26
H 1.813 -3.314 1.500 0.0616 0.0737 0.0732 0.33
O -1.980 1.327 -2.676 0.2634 -0.2158 -0.3057 -0.62
H -1.377 2.066 -2.789 -0.0962 0.1094 0.1964 0.29
H -1.756 0.928 -1.826 -0.1251 0.0587 0.0382 0.34
O 2.679 1.482 -0.583 0.1510 -0.4441 -0.2538 -0.65
H 3.556 1.506 -0.184 -0.0352 0.1375 0.0594 0.30
H 2.249 0.719 -0.170 -0.1080 0.2436 0.1721 0.27
O -4.001 2.189 0.106 0.0481 0.1085 0.0031 -0.61
H -4.275 2.540 0.958 -0.0133 -0.0477 0.0155 0.30
H -3.176 1.727 0.289 -0.0618 -0.1028 0.0015 0.32
O 2.058 -3.524 -2.290 0.1414 0.2041 -0.1675 -0.62
H 1.805 -3.781 -1.392 0.0321 0.1220 0.0274 0.28
H 3.019 -3.573 -2.277 0.0401 -0.2673 0.1259 0.33
O 1.981 -0.324 3.163 0.0111 0.0328 0.0455 -0.68
H 1.690 0.575 3.360 0.0771 0.0922 -0.1077 0.37
H 1.312 -0.642 2.547 0.0344 -0.0543 -0.0222 0.35
O -2.608 -0.587 2.498 -0.0269 0.1555 -0.1138 -0.66
H -2.187 -0.074 3.193 0.0227 -0.1030 0.0513 0.30
H -1.917 -0.727 1.836 -0.1805 -0.0515 0.2568 0.35
```
Forces are in eV/Å.

Output
- gap between HOMO and LUMO (eV) = 9.54
- HOMO level (eV) = -10.76
- total charge = 0
- electronic energy (hartree) = -1209.1327

2 unconnected molecules or ions with the total composition C2H3ClNOP, computed with ωB97M-V/def2-TZVPD.

XYZ file:
```
9
Properties=species:S:1:pos:R:3:forces:R:3:mulliken_charge:R:1
C 1.110 -0.858 2.701 -1.0581 0.8135 -0.6628 0.30
C -0.040 -0.182 0.055 0.0188 0.2966 0.4394 -0.74
N 2.007 -1.329 3.231 0.6584 -0.4340 0.3925 -0.22
O -1.564 -0.267 2.440 -0.3874 0.1367 0.3751 -0.50
P -0.254 -0.073 1.858 1.7313 1.3145 -0.9273 0.60
Cl 1.147 2.779 1.975 -1.0274 -2.0836 -0.0949 -0.40
H -0.650 -0.995 -0.342 -0.0103 -0.0841 0.2358 0.34
H -0.376 0.760 -0.378 -0.0109 0.0366 0.1172 0.30
H 1.011 -0.320 -0.184 0.0857 0.0038 0.1249 0.32
```
Forces are in eV/Å.

Output
- gap between HOMO and LUMO (spin up / spin down) (eV) = 7.27 / 6.74
- HOMO level (spin up / spin down) (eV) = -10.27 / -10.03
- ΔE to the lowest compared entry with this formula, charge and spin (kcal/mol) = 64.2
- total charge = 0
- electronic energy (hartree) = -1009.4830

A molecular structure, C2F3NO6S2Yb, computed with ωB97M-V/def2-TZVPD.

XYZ file:
```
15
Properties=species:S:1:pos:R:3:forces:R:3:mulliken_charge:R:1
N -0.303 0.881 -1.188 -0.1382 -0.0072 -1.6473 -0.62
S 0.188 -0.555 -1.897 0.3697 0.7565 -1.4855 0.44
O 0.194 -1.158 -0.557 -2.0752 -3.5634 7.0703 -0.42
S -0.718 1.400 0.277 -1.8303 -0.4818 -3.0613 1.02
O -0.410 0.225 1.176 2.1940 -0.9128 3.3136 -0.60
O -0.942 2.752 -0.302 0.4757 3.0569 1.8961 -0.64
C -1.910 1.952 1.684 0.0375 -0.1299 -0.9921 0.53
F -2.179 1.099 2.662 -0.0971 -1.2185 0.9941 -0.26
F -1.412 3.019 2.295 0.3248 1.0202 0.4172 -0.26
F -3.099 2.256 1.181 -1.0602 0.6364 -0.4815 -0.27
O 2.753 -2.438 -0.400 -0.0410 0.7753 1.3372 -0.60
C 2.787 -2.485 -1.620 -2.4022 -1.4656 0.0578 0.69
O 3.407 -3.078 -2.452 -0.4096 1.2963 -0.3100 -0.52
O 1.109 -1.898 -2.163 4.4171 -1.7850 -4.7639 -0.68
Yb 0.534 -1.973 1.305 0.2351 2.0224 -2.3447 1.21
```
Forces are in eV/Å.

Output
- gap between HOMO and LUMO (spin up / spin down) (eV) = 2.94 / 3.99
- <S²> = 0.81
- HOMO level (spin up / spin down) (eV) = -2.20 / -3.30
- spin multiplicity = 2
- total charge = -1
- electronic energy (hartree) = -2836.8214

2 unconnected molecules or ions with the total composition C5H11O2, computed with ωB97M-V/def2-TZVPD.

XYZ file:
```
18
Properties=species:S:1:pos:R:3:forces:R:3:mulliken_charge:R:1
C -1.493 0.135 0.199 0.2941 -0.4357 -0.8276 -0.59
O -2.330 -0.772 0.757 0.0979 0.2388 0.1641 -0.88
C -0.636 -0.490 -0.968 -0.6274 0.1048 0.2016 -0.41
C 0.470 0.404 -1.536 0.3181 0.4654 -0.0214 -0.67
C 1.305 1.090 -0.473 -0.1685 -0.2122 -0.2132 -0.09
C 2.333 0.516 0.135 0.1511 0.0955 0.1178 -0.74
H -0.763 0.588 0.901 -0.1098 0.1124 0.1908 0.27
H -2.040 0.974 -0.295 0.1040 0.2394 0.1495 0.24
H -0.235 -1.453 -0.642 0.0629 0.0687 0.1927 0.16
H -1.384 -0.705 -1.739 0.2265 -0.1802 -0.1679 0.30
H 0.032 1.165 -2.191 -0.0508 0.0652 0.1279 0.29
H 1.180 -0.134 -2.174 -0.2148 -0.2939 0.0097 0.35
H 1.017 2.099 -0.193 -0.0062 -0.0289 0.0981 0.32
H 2.642 -0.499 -0.097 -0.0421 0.0003 -0.0743 0.24
H 2.888 1.020 0.917 -0.0208 0.0168 -0.0073 0.26
H -0.216 -1.385 2.500 0.4260 -0.0312 -0.0545 0.24
H -1.672 -1.106 2.041 -0.0714 -0.4835 0.0248 0.47
O -1.098 -1.449 2.857 -0.3689 0.2584 0.0893 -0.78
```
Forces are in eV/Å.

Output
- gap between HOMO and LUMO (eV) = 7.06
- HOMO level (eV) = -3.22
- ΔE to the lowest compared entry with this formula, charge and spin (kcal/mol) = 49.7
- total charge = -1
- electronic energy (hartree) = -347.5705